Computed, not measured: the ion C4H10NS2 with charge +1 in a non-equilibrium geometry, with ωB97M-V/def2-TZVPD.

The geometry in XYZ format:
```
17
Properties=species:S:1:pos:R:3:nbo_charge:R:1
C 0.7590 -0.6279 -0.4509 -0.031
C -1.4818 0.9118 -0.2981 -0.655
C 1.7419 0.3036 -0.9260 -0.618
C -0.5266 -0.0141 0.4271 -0.102
N -1.2450 -1.2749 0.8779 -0.717
S 0.7834 -2.2142 -0.8743 0.147
S 2.3404 1.5033 0.3653 -0.029
H -1.5534 0.9675 -1.3732 0.258
H -1.3124 2.0061 0.0393 0.265
H -2.4602 0.6540 0.1426 0.222
H 2.4797 -0.2440 -1.4577 0.272
H 1.2136 0.8966 -1.6241 0.260
H -0.2520 0.3925 1.3716 0.241
H -2.1958 -1.3544 0.6565 0.437
H -1.3403 -1.1002 1.9339 0.438
H -0.5707 -2.0628 0.6692 0.446
H 3.6202 1.2571 0.5210 0.166
```

Calculated values
SMILES string: C[C@@H]([NH3+])C(=S)CS
E: -27462.4882 eV
highest occupied orbital energy: -13.07 eV
net charge: +1
energy above the lowest of the compared OMol25 structures with the same formula, charge and spin: 100.3 kJ/mol

=====

Computed, not measured: a cluster of 7 separate species, C5H24FN11O5 in total in a non-equilibrium geometry, with ωB97M-V/def2-TZVPD.

The geometry in XYZ format:
```
46
Properties=species:S:1:pos:R:3:nbo_charge:R:1
N -0.8596 -2.3817 -1.9960 -0.865
H -0.0125 -2.4582 -1.4339 0.445
H -1.1394 -1.4095 -1.8190 0.499
H -1.5385 -3.0056 -1.5692 0.440
H -0.6950 -2.5560 -2.9817 0.455
F 0.0279 -0.2098 -0.3651 -0.919
C 3.1771 0.4167 -1.6893 0.764
O 4.3532 0.7549 -1.6070 -0.647
N 2.7944 -0.8592 -1.6228 -0.863
N 2.1085 1.2559 -1.7748 -0.875
H 1.8499 -1.1839 -1.5228 0.384
H 3.5588 -1.4711 -1.8652 0.407
H 1.2324 1.0186 -1.3303 0.416
H 2.2366 2.2294 -1.9914 0.399
C 1.5682 1.7534 2.3941 0.763
O 1.8610 2.1896 3.5165 -0.679
N 2.4791 1.1015 1.6306 -0.839
N 0.3055 1.8667 1.9331 -0.859
H 2.1521 0.5042 0.8903 0.379
H 3.4186 0.9463 1.9495 0.411
H -0.4250 2.3934 2.3751 0.422
H 0.0869 1.3216 1.1103 0.394
C -1.9157 0.8827 -3.3840 0.790
O -2.1590 -0.3093 -3.4386 -0.725
N -1.1724 1.4395 -2.3973 -0.847
N -2.3560 1.8751 -4.2062 -0.828
H -0.9302 0.8974 -1.5773 0.430
H -1.1154 2.4397 -2.3527 0.385
H -2.6444 1.6330 -5.1414 0.402
H -1.9684 2.7954 -4.1125 0.388
C -2.7731 0.5427 2.3492 0.753
O -3.7788 1.1300 2.7644 -0.686
N -2.5460 0.4168 1.0289 -0.884
N -1.7776 0.1370 3.1532 -0.831
H -1.7503 -0.0098 0.5789 0.405
H -3.3140 0.7616 0.4765 0.406
H -0.9818 -0.2104 2.6539 0.395
H -1.9893 0.0205 4.1283 0.422
C 0.6660 -2.2281 2.7353 0.753
O 0.9176 -2.6905 3.8472 -0.645
N 1.5571 -1.6851 1.8853 -0.852
N -0.4789 -2.3386 2.0992 -0.856
H 2.5466 -1.5921 2.0312 0.410
H 1.2548 -1.3919 0.9700 0.389
H -1.2160 -2.9493 2.4077 0.411
H -0.6150 -1.7838 1.2698 0.382
```

Calculated values
E: -34924.9263 eV
highest occupied orbital energy: -8.99 eV
net charge: 0
energy above the lowest of the compared OMol25 structures with the same formula, charge and spin: 157.5 kJ/mol

=====

Computed, not measured: a structure of composition C6H8O2 in a non-equilibrium geometry, with ωB97M-V/def2-TZVPD.

The geometry in XYZ format:
```
16
Properties=species:S:1:pos:R:3:nbo_charge:R:1
C 0.3739 0.9727 1.1378 -0.676
C 0.1815 0.5349 -0.3268 0.196
C 1.6086 0.1382 -0.8316 -0.108
C 0.0595 -0.9824 -0.2477 0.001
C -1.2469 -1.1638 0.3120 -0.338
C -1.9325 -0.0514 -0.1473 0.127
H 0.3852 2.1938 1.0386 0.230
H -0.2978 0.3141 2.0437 0.265
H 1.7253 0.6755 1.1864 0.236
H 2.5314 0.7861 -0.7159 0.228
H 1.4122 -0.4867 -1.7812 0.202
H 0.0180 -1.0540 -1.3527 0.171
H -2.0730 -1.8542 0.7855 0.266
H -3.0755 0.0245 -0.4450 0.227
O 1.4282 -1.0049 0.1863 -0.512
O -1.0980 0.9576 -0.8423 -0.517
```

Calculated values
E: -10438.3991 eV
highest occupied orbital energy: -8.83 eV
net charge: 0
energy above the lowest of the compared OMol25 structures with the same formula, charge and spin: 803.5 kJ/mol

=====

Computed, not measured: a cluster of 6 separate species, C22H53N5O5P2S in total, with ωB97M-V/def2-TZVPD.

The geometry in XYZ format:
```
88
Properties=species:S:1:pos:R:3:lowdin_charge:R:1
C 3.0645 4.5193 -1.1351 -0.118
C 2.5429 3.0711 -1.2490 -0.270
C 3.6835 2.0504 -1.4666 -0.225
C 3.2451 0.5768 -1.6010 -0.210
C 2.0361 0.1685 -0.7400 -0.252
C 1.8418 -1.3567 -0.7465 -0.254
C 0.5837 -1.8332 0.0443 -0.503
P -1.0626 -1.7370 -0.7781 0.704
P -1.5162 0.3943 -0.5403 0.096
S -1.0603 1.0311 1.2534 0.066
H 3.3447 4.9193 -2.1208 0.071
H 3.9706 4.5593 -0.5086 0.065
H 2.3308 5.2101 -0.6935 0.049
H 1.8347 2.9986 -2.0909 0.108
H 1.9573 2.7991 -0.3554 0.097
H 4.4189 2.1555 -0.6499 0.108
H 4.2219 2.3446 -2.3859 0.108
H 4.0952 -0.0738 -1.3310 0.111
H 3.0259 0.3515 -2.6613 0.112
H 2.1730 0.5187 0.3003 0.115
H 1.1204 0.6727 -1.0963 0.052
H 2.7455 -1.8274 -0.3186 0.084
H 1.7728 -1.7010 -1.7941 0.101
H 0.6632 -2.8959 0.3318 0.045
H 0.4721 -1.2714 0.9898 0.028
H -0.6494 -1.7023 -2.1321 -0.086
H -0.9968 1.1510 -1.6130 -0.051
H -2.8960 0.4417 -0.7903 -0.083
C 1.8108 9.8521 0.2029 -0.013
C 2.2553 8.4240 0.4263 -0.548
O 1.5436 7.4781 0.1417 0.034
N 3.4927 8.2251 0.9578 0.008
C 4.4680 9.2145 1.3507 -0.084
H 0.8126 9.8184 -0.2231 0.082
H 1.7862 10.4119 1.1388 0.082
H 2.4801 10.3740 -0.4823 0.083
H 3.7271 7.2514 1.0714 0.137
H 5.3950 9.1115 0.7830 0.083
H 4.7062 9.1430 2.4138 0.083
H 4.0759 10.2108 1.1660 0.069
C 4.1625 -4.7248 2.0619 -0.006
C 4.3082 -3.2485 1.7893 -0.548
O 4.6512 -2.8286 0.6929 0.012
N 4.0452 -2.3871 2.8044 0.015
C 3.5910 -2.6930 4.1410 -0.077
H 4.4236 -5.2507 1.1468 0.083
H 4.8251 -5.0491 2.8668 0.084
H 3.1355 -4.9524 2.3424 0.067
H 4.1549 -1.4186 2.5492 0.138
H 2.6118 -2.2548 4.3338 0.083
H 4.2975 -2.3325 4.8930 0.081
H 3.4895 -3.7671 4.2549 0.071
C -1.7756 -3.7103 3.2290 -0.002
C -0.7758 -4.6591 2.6156 -0.541
O 0.4128 -4.3708 2.5218 0.005
N -1.2347 -5.8495 2.1528 0.010
C -2.5919 -6.3481 2.1863 -0.075
H -1.2423 -2.8102 3.5229 0.086
H -2.5579 -3.4421 2.5150 0.063
H -2.2689 -4.1403 4.1022 0.092
H -0.5222 -6.4279 1.7373 0.137
H -2.6633 -7.2744 2.7589 0.082
H -2.9731 -6.5334 1.1806 0.082
H -3.2403 -5.6151 2.6571 0.071
C -3.4488 0.2344 -5.2727 -0.004
C -3.2635 -0.8264 -4.2151 -0.534
O -2.7938 -0.5605 -3.1179 -0.059
N -3.6290 -2.0970 -4.5136 0.015
C -4.1912 -2.5986 -5.7477 -0.076
H -3.1026 1.1765 -4.8587 0.085
H -2.8745 0.0017 -6.1704 0.087
H -4.4968 0.3284 -5.5605 0.086
H -3.4695 -2.7494 -3.7616 0.140
H -5.1776 -3.0363 -5.5857 0.084
H -3.5463 -3.3545 -6.1987 0.085
H -4.2997 -1.7852 -6.4594 0.071
C -4.1808 -1.0218 1.8145 -0.036
C -5.2307 -2.0855 2.0124 -0.545
O -5.1862 -2.8871 2.9313 0.023
N -6.2469 -2.1345 1.1044 0.006
C -6.4597 -1.2849 -0.0448 -0.080
H -3.4358 -1.0973 2.5998 0.070
H -3.6827 -1.1458 0.8508 0.030
H -4.6173 -0.0220 1.8369 0.092
H -6.9188 -2.8607 1.2921 0.136
H -7.4035 -0.7402 0.0274 0.083
H -6.4643 -1.8602 -0.9732 0.080
H -5.6596 -0.5539 -0.1141 0.066
```

Calculated values
SMILES string: CCCCCCCP[PH2]=S.CNC(C)=O.CNC(C)=O.CNC(C)=O.CNC(C)=O.CNC(C)=O
E: -70776.8471 eV
highest occupied orbital energy: -7.96 eV
net charge: 0

=====

Computed, not measured: a structure of composition C42H44Br4N4O2Pt in a non-equilibrium geometry, with ωB97M-V/def2-TZVPD.

The geometry in XYZ format:
```
97
Properties=species:S:1:pos:R:3:lowdin_charge:R:1
Pt -0.0022 -0.7540 0.2475 1.263
C 5.9590 0.8342 0.4588 -0.084
C 5.6178 -0.6568 0.3436 -0.188
C 4.2422 -0.8798 -0.2013 -0.131
C 3.8806 -1.2481 -1.4591 -0.130
C 4.7660 -1.5776 -2.6193 -0.190
C 4.9441 -0.3984 -3.5834 -0.083
C 2.4350 -1.2991 -1.4755 -0.225
N 1.9436 -0.9677 -0.2496 -0.048
C 3.0172 -0.7177 0.5511 -0.224
C 2.9517 -0.4484 1.9051 0.054
C 1.7999 -0.3551 2.6602 -0.224
C 1.7659 -0.0809 4.0830 -0.132
C 2.9648 0.0421 4.9705 -0.192
C 3.5170 -1.3268 5.3871 -0.085
C 0.4581 0.0034 4.4305 -0.131
C -0.3075 -0.1990 3.2165 -0.224
C -1.6793 -0.0728 3.1255 0.054
C -2.4366 -0.2221 1.9795 -0.224
N -1.9482 -0.5868 0.7612 -0.048
C -3.0201 -0.7296 -0.0664 -0.224
C -2.9576 -1.1427 -1.3842 0.052
C -1.8127 -1.4757 -2.0804 -0.229
N -0.5472 -1.4253 -1.5870 -0.058
C 0.2907 -1.7255 -2.6132 -0.228
C 1.6696 -1.6736 -2.5645 0.056
C -0.4787 -2.0514 -3.7991 -0.129
C -1.7835 -1.8891 -3.4705 -0.131
C -2.9929 -2.1174 -4.3242 -0.189
C -3.7439 -3.3967 -3.9328 -0.085
C 0.0968 -2.4406 -5.1256 -0.190
C 0.3645 -1.2184 -6.0118 -0.086
C -4.2414 -0.4359 0.6516 -0.130
C -3.8781 -0.1133 1.9212 -0.131
C -4.7515 0.3118 3.0593 -0.187
C -4.6952 1.8271 3.2913 -0.082
C -5.6201 -0.5361 0.0782 -0.190
C -6.0276 0.7119 -0.7144 -0.084
N 0.5319 -0.4606 2.1794 -0.049
C -0.1189 0.2941 5.7819 -0.191
C -0.3465 1.7959 5.9927 -0.084
H 6.9745 0.9713 0.8340 0.070
H 5.2701 1.3387 1.1375 0.069
H 5.8830 1.3178 -0.5160 0.069
H 5.7057 -1.1258 1.3268 0.109
H 6.3451 -1.1391 -0.3115 0.101
H 4.3511 -2.4281 -3.1652 0.107
H 5.7449 -1.8845 -2.2475 0.102
H 3.9769 -0.0245 -3.9227 0.068
H 5.5223 -0.7018 -4.4577 0.070
H 5.4711 0.4218 -3.0938 0.068
H 3.8940 -0.3019 2.4172 0.106
H 2.6914 0.6055 5.8646 0.104
H 3.7475 0.6085 4.4602 0.107
H 2.7632 -1.8894 5.9393 0.075
H 4.3947 -1.2098 6.0250 0.070
H 3.7998 -1.9135 4.5123 0.071
H -2.2158 0.1789 4.0313 0.106
H -3.8968 -1.1962 -1.9193 0.105
H 2.2057 -1.9219 -3.4712 0.106
H -2.6848 -2.1907 -5.3686 0.102
H -3.6639 -1.2578 -4.2437 0.111
H -3.0912 -4.2643 -4.0381 0.078
H -4.6177 -3.5433 -4.5698 0.070
H -4.0752 -3.3548 -2.8953 0.065
H -0.5994 -3.1100 -5.6346 0.107
H 1.0259 -2.9943 -4.9790 0.105
H -0.5649 -0.6842 -6.2162 0.069
H 0.8068 -1.5178 -6.9635 0.070
H 1.0453 -0.5242 -5.5161 0.067
H -4.4495 -0.2062 3.9729 0.109
H -5.7821 0.0222 2.8480 0.101
H -3.6828 2.1438 3.5457 0.065
H -5.3626 2.1199 4.1034 0.071
H -4.9959 2.3607 2.3886 0.070
H -6.3345 -0.6942 0.8875 0.102
H -5.6783 -1.4112 -0.5734 0.107
H -6.0982 1.5787 -0.0558 0.068
H -6.9985 0.5647 -1.1904 0.070
H -5.2938 0.9355 -1.4902 0.070
H 0.5641 -0.0793 6.5474 0.106
H -1.0630 -0.2404 5.9038 0.107
H 0.5966 2.3383 5.9120 0.074
H -0.7760 1.9924 6.9764 0.070
H -1.0223 2.1933 5.2336 0.067
Br -0.4339 5.9369 -4.0583 0.772
C -0.1780 4.7944 -2.5960 -0.728
C 0.2068 5.3893 -1.2928 -0.728
Br 0.4204 7.2471 -1.1889 0.773
C 0.4008 4.6246 -0.2051 -0.654
Br 0.8845 5.3188 1.4659 0.826
C 0.2426 3.1522 -0.2467 -0.337
O 0.4057 2.4538 0.7126 0.111
C -0.1505 2.5312 -1.6051 -0.324
O -0.2934 1.3465 -1.7342 0.086
C -0.3421 3.4684 -2.7369 -0.648
Br -0.8222 2.6560 -4.3560 0.827
```

Calculated values
E: -337742.4523 eV
highest occupied orbital energy: -6.45 eV
net charge: 0
energy above the lowest of the compared OMol25 structures with the same formula, charge and spin: 31.5 kJ/mol